--- P ---
11
Properties=species:S:1:pos:R:3 method="wB97M-V/def2-TZVPD" homo_ev=-9.072 lumo_energy_ev=0.73 smiles=C#C[C@@H](F)CS gap_ha=0.360 spin_multiplicity=1
C 2.21 -1.16 -0.31
C 1.19 -0.51 -0.08
C 0.28 0.65 0.04
F -0.06 1.30 -1.04
C -1.09 0.35 0.69
S -2.07 -0.88 -0.46
H 2.90 -1.92 -0.47
H 0.89 1.39 0.68
H -1.95 1.14 0.94
H -0.95 -0.09 1.72
H -1.36 -0.25 -1.72



--- Q ---
11
Properties=species:S:1:pos:R:3 method="wB97M-V/def2-TZVPD" homo_ev="-8.283 / -8.284" lumo_energy_ev="-1.59 / -1.59" gap_ha="0.246 / 0.246" spin_multiplicity=1
C -1.03 0.06 0.45
C -0.87 0.47 1.67
C -0.25 -0.22 -0.75
C 1.29 -0.02 -0.61
F -1.51 0.95 2.63
S 1.93 -0.22 1.13
H -2.03 -0.07 0.11
H -0.21 -1.37 -0.89
H -0.82 0.17 -1.67
H 1.85 -0.70 -1.22
H 1.62 0.95 -0.84



What are the relative energies? In kJ/mol: P 0.0; Q 138.4.



--- P ---
15
Properties=species:S:1:pos:R:3 method="wB97M-V/def2-TZVPD" homo_ev=-2.286 lumo_energy_ev=4.02 charge=-1 gap_ha=0.232 spin_multiplicity=1
C 0.97 0.44 2.25
S 0.56 -1.24 2.22
H 0.31 1.15 1.66
H 0.74 0.97 3.14
H 1.91 0.67 1.90
C 0.72 -0.71 -1.16
N -0.73 -0.79 -1.00
C -1.61 0.37 -1.27
H 0.94 -0.28 -2.11
H 1.32 0.00 -0.66
H 1.12 -1.61 -0.75
H -0.82 -0.99 0.03
H -1.71 0.54 -2.44
H -1.13 1.32 -0.95
H -2.61 0.14 -0.86



--- Q ---
15
Properties=species:S:1:pos:R:3 method="wB97M-V/def2-TZVPD" homo_ev=-2.278 lumo_energy_ev=3.88 charge=-1 gap_ha=0.226 spin_multiplicity=1
C -3.16 -0.69 -0.81
S -1.86 -1.74 -0.06
H -3.12 -0.33 -1.85
H -4.16 -1.13 -0.72
H -3.15 0.21 -0.18
C 2.18 1.34 0.26
C 1.02 0.34 0.02
N 1.31 -0.90 0.80
H 2.03 2.39 0.45
H 2.83 0.89 1.02
H 2.99 1.14 -0.47
H 0.00 0.67 0.23
H 1.17 -0.02 -1.00
H 1.35 -0.63 1.78
H 0.57 -1.55 0.54



What are the relative energies? In kJ/mol: P 65.3; Q 0.0.



--- P ---
15
Properties=species:S:1:pos:R:3 method="wB97M-V/def2-TZVPD" homo_ev=-8.468 lumo_energy_ev=1.10 smiles="C=CN.CN" gap_ha=0.352 spin_multiplicity=1
C 1.80 1.24 -1.23
C 1.46 -0.04 -1.28
N 2.02 -1.10 -0.55
H 2.64 1.59 -0.65
H 1.22 1.93 -1.83
H 0.64 -0.37 -1.91
H 2.08 -1.93 -1.13
H 2.92 -0.88 -0.16
C -2.46 0.08 1.68
N -1.35 -0.41 0.83
H -2.30 1.14 1.90
H -2.42 -0.41 2.65
H -3.46 -0.03 1.26
H -1.71 -1.16 0.24
H -1.10 0.35 0.20



--- Q ---
15
Properties=species:S:1:pos:R:3 method="wB97M-V/def2-TZVPD" homo_ev=-9.170 lumo_energy_ev=0.96 smiles="C=C.NCN" gap_ha=0.372 spin_multiplicity=1
C 3.96 1.55 -0.65
C 3.91 0.51 0.19
H 3.11 1.80 -1.26
H 4.87 2.13 -0.75
H 3.08 -0.16 0.07
H 4.73 0.38 0.88
N -3.41 0.22 0.19
C -2.19 -0.59 0.14
N -2.39 -2.00 0.36
H -3.36 0.94 0.91
H -3.53 0.75 -0.67
H -1.76 -0.46 -0.85
H -1.40 -0.29 0.84
H -3.01 -2.27 1.11
H -2.61 -2.50 -0.49



--- R ---
15
Properties=species:S:1:pos:R:3 method="wB97M-V/def2-TZVPD" homo_ev=-8.228 lumo_energy_ev=1.15 smiles=CCN(C)N gap_ha=0.344 spin_multiplicity=1
C -1.55 0.70 0.96
C -0.14 0.76 0.19
N 0.51 -0.51 0.11
C 1.73 -0.34 -0.68
N -0.18 -1.61 -0.36
H -2.35 0.22 0.37
H -1.24 0.29 2.03
H -1.72 1.68 1.27
H -0.30 1.34 -0.97
H 0.39 1.50 0.76
H 2.19 0.49 -0.22
H 2.53 -1.20 -0.48
H 1.48 -0.18 -1.74
H -0.98 -1.58 0.21
H -0.37 -1.56 -1.42



What are the relative energies? In kJ/mol: P 0.0; Q 34.1; R 156.7.



--- P ---
9
Properties=species:S:1:pos:R:3 method="wB97M-V/def2-TZVPD" homo_ev=-10.326 lumo_energy_ev=0.85 gap_ha=0.411 spin_multiplicity=1
O -1.78 0.49 0.45
N -1.26 -0.33 -0.58
C 0.06 -0.30 -0.57
C 1.06 0.28 0.27
F 1.66 1.24 -0.39
F 1.83 -0.81 0.35
H -2.76 0.36 0.36
H 0.59 -1.22 -1.29
H 0.61 0.30 1.40



--- Q ---
9
Properties=species:S:1:pos:R:3 method="wB97M-V/def2-TZVPD" homo_ev=-10.365 lumo_energy_ev=0.19 gap_ha=0.388 spin_multiplicity=1
C 0.96 2.09 -1.01
C 0.28 0.85 -0.93
N -1.66 -1.99 1.16
O 1.53 0.77 -1.28
F -1.60 -3.44 1.15
F -1.00 -1.74 2.31
H 1.23 2.74 -1.81
H 1.25 2.40 -0.01
H -1.00 -1.69 0.42



What are the relative energies? In kJ/mol: P 0.0; Q 417.5.



--- P ---
16
Properties=species:S:1:pos:R:3 method="wB97M-V/def2-TZVPD" homo_ev=-7.584 lumo_energy_ev=0.60 gap_ha=0.301 spin_multiplicity=1
H -2.31 -2.55 0.37
N -2.12 -1.46 0.27
C -0.97 -0.88 0.00
O 0.28 -1.31 -0.37
C 1.14 -0.32 0.06
C 2.63 -0.90 0.13
C 0.41 0.86 -0.06
O 1.14 1.98 0.18
N -0.85 0.49 -0.33
N -1.91 1.46 0.08
H 3.51 -0.10 -0.11
H 2.71 -1.37 1.24
H 2.79 -1.59 -0.69
H 1.94 1.78 -0.14
H -2.46 1.59 -0.87
H -2.52 0.85 0.77



--- Q ---
16
Properties=species:S:1:pos:R:3 method="wB97M-V/def2-TZVPD" homo_ev=-8.589 lumo_energy_ev=0.64 gap_ha=0.339 spin_multiplicity=1
C 2.04 0.43 1.28
C 0.98 0.75 0.61
N -0.28 0.31 0.79
N -0.56 -0.60 1.85
C -1.39 0.77 0.07
N -1.65 0.44 -1.17
O -0.68 -0.46 -1.49
C -0.80 -0.84 -2.82
O -1.44 -0.36 -3.69
H 2.22 -0.48 1.92
H 2.95 0.95 1.10
H 0.94 1.41 -0.26
H 0.07 -0.42 2.59
H -0.22 -1.50 1.47
H -2.17 1.22 0.70
H -0.01 -1.61 -2.95



--- R ---
16
Properties=species:S:1:pos:R:3 method="wB97M-V/def2-TZVPD" homo_ev=-8.729 lumo_energy_ev=0.51 gap_ha=0.340 spin_multiplicity=1
H 0.93 1.34 2.30
N -0.03 1.07 2.03
C -0.11 0.81 0.78
C 0.97 0.84 -0.26
C 0.75 -0.57 -0.75
N 1.85 -1.31 -1.00
O -0.39 -1.05 -1.02
C -1.60 0.43 -0.11
N -2.36 -0.54 0.50
O -2.05 1.37 -0.72
H 0.73 1.54 -1.06
H 1.98 1.01 0.15
H 1.74 -2.31 -1.12
H 2.78 -0.91 -1.04
H -3.35 -0.36 0.55
H -1.85 -1.36 0.80



What are the relative energies? In kJ/mol: P 355.6; Q 309.0; R 0.0.



--- P ---
17
Properties=species:S:1:pos:R:3 method="wB97M-V/def2-TZVPD" homo_ev="-7.674 / -7.673" lumo_energy_ev="-0.18 / -0.18" gap_ha="0.275 / 0.275" spin_multiplicity=1
C 0.38 -0.98 -0.92
C 2.44 0.13 -1.55
N -1.67 -1.25 2.02
N 1.04 0.11 -1.41
O 0.79 -1.99 -0.40
P -0.41 1.36 1.39
P -2.21 -0.36 -0.85
P -2.14 0.15 1.27
H 2.93 -0.31 -0.66
H 2.71 -0.20 -2.67
H 2.79 1.18 -1.47
H -2.57 -1.85 2.10
H -0.82 -1.65 1.73
H 0.52 0.96 -1.56
H -1.29 2.43 1.37
H -0.39 1.21 2.82
H -2.09 1.04 -1.20



--- Q ---
17
Properties=species:S:1:pos:R:3 method="wB97M-V/def2-TZVPD" homo_ev=-7.625 lumo_energy_ev=0.82 smiles="CNC(=O)PP(N)#[PH2]" gap_ha=0.310 spin_multiplicity=1
C 1.90 2.23 1.35
N 1.68 0.86 0.73
C 1.85 0.60 -0.59
O 2.17 1.41 -1.41
P 1.00 -1.14 -0.89
P -0.84 -0.13 -1.82
N -1.35 -1.14 -3.02
P -2.08 -0.60 -0.09
H 2.91 2.23 1.79
H 1.86 2.96 0.42
H 1.19 2.44 2.06
H 1.37 0.14 1.37
H 1.59 -1.66 -2.12
H -0.79 -1.30 -3.88
H -2.04 -1.79 -2.92
H -1.57 0.32 0.76
H -3.08 0.27 -0.36



What are the relative energies? In kJ/mol: P 140.3; Q 0.0.